{"formula": "C4H6N2O", "method": "ωB97M-V/def2-TZVPD", "species": ["N", "C", "C", "O", "N", "C", "C", "H", "H", "H", "H", "H", "H"], "xyz": [[-1.937, 0.387, -0.294], [-0.493, 0.363, -0.156], [-0.042, -0.920, 0.004], [-0.818, -2.010, -0.097], [1.300, -0.895, 0.152], [1.713, 0.427, 0.107], [0.620, 1.236, -0.070], [-2.378, 1.292, -0.412], [-1.548, 0.432, 0.778], [-1.678, -1.598, -0.348], [1.882, -1.711, 0.213], [2.751, 0.680, 0.238], [0.628, 2.317, -0.114]], "mulliken_charge": [-0.84, 1.09, -0.40, -0.58, 0.02, -0.63, -0.71, 0.27, 0.39, 0.40, 0.19, 0.41, 0.38], "e_above_lowest_kcal_mol": 67.8, "e_homo_ev": -7.26, "multiplicity": 1, "gap_ha": 0.301}


{"formula": "C3H3BrO", "method": "ωB97M-V/def2-TZVPD", "species": ["C", "C", "C", "O", "H", "H", "Br", "H"], "xyz": [[1.403, 0.635, -0.344], [1.125, -0.501, -0.106], [0.551, -1.819, -0.034], [1.201, -2.796, -0.319], [1.882, 1.565, -0.390], [-0.617, -1.875, 0.331], [-3.026, 2.161, -0.182], [-2.520, 2.631, 1.044]], "mulliken_charge": [-0.04, -0.10, -0.09, -0.40, 0.41, 0.22, -0.20, 0.20], "e_above_lowest_kcal_mol": 45.0, "e_homo_ev": -10.65, "multiplicity": 1, "gap_ha": 0.390, "smiles": "C#CC=O.Br"}


Which formula does entry 1 have?
C4H6N2O


What did the first record say?
{"formula": "C4H6N2O", "method": "ωB97M-V/def2-TZVPD", "species": ["N", "C", "C", "O", "N", "C", "C", "H", "H", "H", "H", "H", "H"], "xyz": [[-1.937, 0.387, -0.294], [-0.493, 0.363, -0.156], [-0.042, -0.920, 0.004], [-0.818, -2.010, -0.097], [1.300, -0.895, 0.152], [1.713, 0.427, 0.107], [0.620, 1.236, -0.070], [-2.378, 1.292, -0.412], [-1.548, 0.432, 0.778], [-1.678, -1.598, -0.348], [1.882, -1.711, 0.213], [2.751, 0.680, 0.238], [0.628, 2.317, -0.114]], "mulliken_charge": [-0.84, 1.09, -0.40, -0.58, 0.02, -0.63, -0.71, 0.27, 0.39, 0.40, 0.19, 0.41, 0.38], "e_above_lowest_kcal_mol": 67.8, "e_homo_ev": -7.26, "multiplicity": 1, "gap_ha": 0.301}